An isolated molecule of C4H8O2. Source: the OMol25 dataset; level of theory: ωB97M-V/def2-TZVPD.

## Properties
Energy = -307.68191 Eh
HOMO = -9.95 eV
Energy above the lowest of the compared OMol25 structures with the same formula, charge and spin = 19.2 kcal/mol

ORCA input file:
```
! RIJCOSX wB97M-V def2-TZVPD def2/J DEFGRID3
* xyz 0 1
C 2.00 -0.01 -0.84
C 0.75 0.24 -0.04
O 0.64 1.20 0.70
C -0.40 -0.74 -0.20
C -1.75 -0.06 0.03
O -1.82 1.19 -0.62
H 2.56 -0.85 -0.42
H 1.75 -0.26 -1.87
H 2.63 0.89 -0.81
H -0.36 -1.20 -1.20
H -0.25 -1.56 0.53
H -1.94 0.06 1.11
H -2.55 -0.67 -0.39
H -1.23 1.77 -0.13
*
```

Formally, the natural (NBO) partial charges of the atoms, in units of the elementary charge, are as follows:
1 C -0.72
2 C 0.62
3 O -0.58
4 C -0.54
5 C -0.06
6 O -0.72
7 H 0.24
8 H 0.23
9 H 0.24
10 H 0.22
11 H 0.24
12 H 0.17
13 H 0.18
14 H 0.48